Here is 2 unconnected molecules or ions with the total composition C20H21B2F4I2O6 from OMol25. Energies are from the ωB97M-V functional and the def2-TZVPD basis.

Results
LUMO level in eV: 1.47
Total energy in eV: -61798.0811
HOMO in eV: -6.664

Geometry as ORCA input:
```
! RIJCOSX wB97M-V def2-TZVPD def2/J DEFGRID3
* xyz -1 1
C 3.32 -3.00 2.12
C 2.23 -2.70 1.07
O 2.83 -2.13 -0.07
C 1.92 -2.12 -1.16
C 1.17 -0.80 -1.26
C -0.16 -0.70 -1.38
C -1.07 -1.91 -1.39
O -2.45 -1.60 -1.52
C -3.07 -1.31 -0.34
C -3.15 -2.20 0.71
C -3.77 -1.88 1.89
C -4.36 -0.65 2.05
C -4.30 0.24 1.01
C -3.67 -0.08 -0.17
C -0.70 0.72 -1.51
O -1.60 0.99 -2.27
C 0.01 1.76 -0.66
B -0.90 2.88 0.01
O -1.24 3.99 -0.74
O -1.32 2.63 1.28
C -2.19 3.60 1.85
C 1.34 1.65 -0.52
C 2.10 2.66 0.27
I 2.28 4.58 -0.70
C 2.64 2.48 1.46
C 3.39 3.49 2.30
I 2.44 0.57 2.37
C 2.01 0.47 -1.23
O 3.12 0.55 -1.70
H 4.23 -2.49 1.81
H 3.44 -4.09 2.20
H 3.03 -2.64 3.11
H 1.52 -1.96 1.49
H 1.63 -3.60 0.85
H 1.24 -2.98 -1.15
H 2.51 -2.24 -2.08
H -0.78 -2.58 -2.20
H -0.86 -2.46 -0.46
H -2.70 -3.18 0.57
H -3.77 -2.64 2.67
H -4.83 -0.42 3.00
H -4.79 1.20 1.15
H -3.68 0.67 -0.95
H -0.87 4.81 -0.40
H -1.61 4.35 2.40
H -2.89 4.04 1.14
H -2.79 3.08 2.60
H 2.84 3.61 3.24
H 4.38 3.10 2.56
H 3.51 4.46 1.82
B 0.88 -2.04 -5.03
F 2.26 -2.04 -5.30
F 0.42 -0.72 -4.86
F 0.19 -2.65 -6.10
F 0.63 -2.77 -3.84
*
```

Here is what natural (NBO) gives for the atomic charges, in e: -0.639 -0.065 -0.533 -0.110 -0.072 -0.052 -0.116 -0.500 0.376 -0.292 -0.207 -0.244 -0.193 -0.288 0.551 -0.489 -0.366 1.158 -0.917 -0.691 -0.264 -0.052 -0.177 0.114 -0.133 -0.672 0.158 0.534 -0.492 0.234 0.207 0.198 0.157 0.163 0.190 0.249 0.266 0.178 0.213 0.207 0.204 0.203 0.241 0.503 0.175 0.193 0.189 0.227 0.233 0.235 1.348 -0.579 -0.579 -0.578 -0.601

---

Here is a molecular structure, C35H43ClFeP2Si2 from OMol25. Energies are from the ωB97M-V functional and the def2-TZVPD basis.

Results
LUMO level (spin up / spin down) in eV: -2.06 / -4.36
Total energy in eV: -118229.1293
HOMO (spin up / spin down) in eV: -9.296 / -10.796
⟨S²⟩: 8.773

Geometry as ORCA input:
```
! RIJCOSX wB97M-V def2-TZVPD def2/J DEFGRID3
* xyz 1 6
C -1.43 -0.24 1.63
C -2.10 0.25 0.47
C -1.95 -0.72 -0.57
H -2.76 1.11 0.44
C -1.20 -1.82 -0.05
C -0.88 -1.54 1.31
H -0.44 -2.24 2.00
H -1.48 0.21 2.62
H -2.47 -0.71 -1.52
H -1.01 -2.76 -0.56
Fe 0.09 0.03 0.06
Si 0.41 0.11 -2.33
C -0.33 1.57 -3.31
C 0.35 2.19 -4.37
H 1.30 1.80 -4.72
C -0.22 3.31 -5.00
H 0.32 3.80 -5.82
C -1.47 3.79 -4.63
H -1.92 4.65 -5.14
C -2.17 3.15 -3.60
H -3.15 3.50 -3.29
C -1.61 2.04 -2.95
H -2.18 1.53 -2.17
C -0.24 -1.42 -3.26
C -1.30 -1.36 -4.17
H -1.73 -0.39 -4.45
C -1.81 -2.54 -4.74
H -2.67 -2.48 -5.41
C -1.24 -3.77 -4.45
H -1.64 -4.69 -4.88
C -0.13 -3.83 -3.59
H 0.33 -4.79 -3.37
C 0.38 -2.66 -3.01
H 1.25 -2.70 -2.36
H 1.84 0.10 -2.67
Si 2.91 0.54 -8.48
C 2.10 -1.10 -8.76
C 1.10 -1.25 -9.73
H 0.76 -0.39 -10.31
C 0.51 -2.51 -9.95
H -0.27 -2.61 -10.69
C 0.94 -3.62 -9.22
H 0.49 -4.60 -9.40
C 1.96 -3.47 -8.27
H 2.30 -4.34 -7.70
C 2.54 -2.23 -8.04
H 3.35 -2.12 -7.31
C 1.70 1.88 -8.89
C 0.44 1.91 -8.29
H 0.15 1.12 -7.58
C -0.45 2.94 -8.58
H -1.43 2.95 -8.10
C -0.09 3.95 -9.48
H -0.79 4.76 -9.71
C 1.17 3.92 -10.08
H 1.46 4.71 -10.78
C 2.07 2.90 -9.79
H 3.06 2.86 -10.25
H 4.12 0.62 -9.33
Cl 3.45 0.73 -6.50
C 2.04 2.83 -1.15
P 0.96 2.10 0.10
C -0.54 3.10 0.38
C 1.93 2.69 1.59
C 1.57 1.78 2.74
P 1.45 0.05 2.03
C 3.16 -0.33 1.52
C 1.18 -0.81 3.59
H 3.00 2.28 -1.21
H 2.19 3.86 -0.80
H 1.56 2.82 -2.13
H -0.16 4.13 0.54
H -1.15 3.03 -0.53
H -1.07 2.76 1.28
H 3.01 2.65 1.33
H 1.66 3.75 1.72
H 2.32 1.73 3.53
H 0.61 2.07 3.20
H 3.86 -0.13 2.34
H 3.18 -1.40 1.28
H 3.43 0.25 0.63
H 1.98 -0.52 4.28
H 0.21 -0.52 3.99
H 1.23 -1.90 3.45
*
```

Here is what Löwdin gives for the atomic charges, in e: -0.208 -0.160 -0.178 0.123 -0.138 -0.186 0.103 0.112 0.116 0.119 0.344 0.667 -0.356 -0.103 0.072 -0.077 0.106 -0.075 0.112 -0.078 0.105 -0.141 0.082 -0.342 -0.094 0.098 -0.076 0.105 -0.082 0.107 -0.088 0.103 -0.137 0.097 -0.019 0.300 -0.331 -0.092 0.106 -0.082 0.104 -0.083 0.105 -0.086 0.102 -0.115 0.085 -0.344 -0.115 0.109 -0.095 0.102 -0.079 0.106 -0.081 0.106 -0.099 0.098 -0.001 0.315 -0.232 0.753 -0.212 -0.375 -0.359 0.805 -0.224 -0.242 0.071 0.065 0.021 0.064 0.035 0.055 0.091 0.092 0.090 0.098 0.065 0.056 0.041 0.063 0.056 0.055